[1]
ORCA calculation (ωB97M-V/def2-TZVPD) on a cluster of 3 separate species, C19H24F16N3O3P in total.

Positions of all 66 atoms, in Å:
1 C -2.4592 -0.4738 -2.7416
2 C -1.7391 -0.3677 -1.3871
3 C -0.2325 -0.0692 -1.5013
4 C 0.2777 1.1444 -0.6851
5 C -0.7264 2.2905 -0.5915
6 C 0.8667 0.7069 0.7017
7 C 0.9447 1.8426 1.6082
8 N 0.9650 2.6881 2.3820
9 C 2.3057 0.1945 0.4169
10 C 2.9768 -0.5462 1.4867
11 N 3.5752 -1.1341 2.2661
12 P -0.0984 -0.6767 1.5821
13 N -1.6406 0.0722 1.7773
14 O 0.5304 -0.5143 3.0803
15 H -1.9510 0.1201 -3.5026
16 H -2.4853 -1.5039 -3.0940
17 H -3.4849 -0.1151 -2.6710
18 H -2.2464 0.3591 -0.7626
19 H -1.8503 -1.3318 -0.8822
20 H 0.0268 0.0846 -2.5491
21 H 0.3281 -0.9525 -1.1830
22 H 1.1475 1.5362 -1.2231
23 H -1.4766 2.0968 0.1737
24 H -1.2504 2.4126 -1.5402
25 H -0.2346 3.2276 -0.3364
26 H 2.9332 1.0532 0.1743
27 H 2.2798 -0.4403 -0.4685
28 H -1.8429 0.2387 2.7573
29 H -2.3483 -0.5642 1.4224
30 H 0.4844 0.3871 3.4318
31 F 6.5985 -2.9403 -2.7880
32 C 5.5375 -2.1317 -2.6075
33 F 5.1514 -1.6570 -3.8135
34 C 5.9067 -0.9462 -1.7109
35 F 6.8124 -0.1669 -2.3271
36 F 4.7390 -0.2261 -1.5991
37 C 6.3320 -1.2499 -0.2722
38 O 7.7158 -1.2804 -0.0048
39 C 8.4483 -2.4232 -0.1265
40 F 7.6835 -3.4945 -0.3979
41 F 9.0583 -2.6504 1.0616
42 C 9.5740 -2.2661 -1.1593
43 F 9.0631 -1.9412 -2.3629
44 F 10.2247 -3.4443 -1.2735
45 H 4.7131 -2.7015 -2.1704
46 H 5.9643 -0.4031 0.3060
47 H 5.8201 -2.1349 0.1082
48 H 10.2699 -1.4909 -0.8344
49 F -5.5214 1.2249 -0.1688
50 C -4.8801 0.4788 0.7498
51 F -4.3706 -0.6124 0.1230
52 C -5.8334 0.0040 1.8478
53 F -6.7449 -0.8418 1.3384
54 F -5.0276 -0.7049 2.7039
55 C -6.5091 1.0749 2.7104
56 O -7.8280 1.4231 2.3559
57 C -8.0953 2.4237 1.4678
58 F -6.9846 3.0810 1.0918
59 F -8.9048 3.3160 2.0865
60 C -8.8776 1.9075 0.2512
61 F -8.1818 0.9378 -0.3733
62 F -9.0584 2.9303 -0.6114
63 H -4.0541 1.0556 1.1768
64 H -6.6018 0.6158 3.6937
65 H -5.8685 1.9513 2.8167
66 H -9.8457 1.5179 0.5702

Atoms 1-6, force components in eV/Å:
C 0.111 0.100 0.103
C 0.024 -0.480 -0.226
C -0.028 0.089 0.265
C 0.113 -0.040 -0.032
C -0.132 -0.080 0.094
C 0.108 0.154 -0.158

The LUMO energy comes out at 0.34 eV. The HOMO energy comes out at -9.53 eV.

These are the Löwdin partial charges, in e, on atoms 1 to 4: number 1, C, carries -0.09; number 2, C, carries -0.28; number 3, C, carries -0.18; number 4, C, carries -0.33

***

[2]
ORCA calculation (ωB97M-V/def2-TZVPD) on a structure of composition C19H24F5N6S2Ti in a non-equilibrium geometry.

Positions of all 57 atoms, in Å:
1 Ti 0.5102 -0.0642 -0.3037
2 N 1.7276 1.5378 -1.1735
3 C 2.5263 1.0827 -2.3412
4 C 1.7857 -0.0660 -3.0165
5 N 1.4543 -1.0985 -2.0062
6 C 0.4357 -2.0214 -2.5555
7 C -0.0899 -2.8935 -1.4208
8 N -0.4343 -1.9830 -0.2994
9 C 2.6893 -1.8561 -1.6617
10 C 2.8360 -2.0493 -0.1548
11 N 2.5540 -0.7551 0.4995
12 H 1.0500 2.2230 -1.5321
13 H 2.3518 2.0645 -0.5495
14 H 3.5174 0.7737 -1.9985
15 H 2.6744 1.8930 -3.0632
16 H 2.3919 -0.4941 -3.8241
17 H 0.8617 0.3110 -3.4659
18 H 0.8565 -2.6425 -3.3559
19 H -0.3871 -1.4381 -2.9845
20 H 0.6610 -3.6212 -1.0976
21 H -0.9670 -3.4582 -1.7585
22 H -0.4288 -2.5174 0.5799
23 H -1.4082 -1.6811 -0.4474
24 H 3.5640 -1.3117 -2.0217
25 H 2.7033 -2.8261 -2.1650
26 H 3.8547 -2.3987 0.0574
27 H 2.1424 -2.7972 0.2454
28 H 3.3136 -0.1119 0.2516
29 H 2.6494 -0.8957 1.5095
30 F -5.0281 4.7614 -0.1116
31 C -4.1225 3.9014 -0.5055
32 C -3.5791 2.9923 0.4181
33 F -3.9551 2.9871 1.6839
34 C -2.6215 2.0981 -0.0260
35 F -2.0031 1.2010 0.8029
36 C -2.1922 2.0558 -1.3488
37 S -1.1102 0.7829 -1.8525
38 C -2.7195 2.9784 -2.2564
39 F -2.2724 2.9730 -3.5023
40 C -3.6786 3.9033 -1.8366
41 F -4.1609 4.7764 -2.6879
42 N 1.7131 1.9530 1.6888
43 C 0.9927 0.9769 2.3695
44 N 0.1531 0.1958 1.6980
45 C -0.5777 -0.5941 2.5927
46 C -1.7370 -1.3362 2.3376
47 C -2.3412 -2.0283 3.3723
48 C -1.8271 -1.9919 4.6654
49 C -0.7226 -1.2152 4.9599
50 C -0.1266 -0.5103 3.9247
51 S 1.1416 0.6856 4.0598
52 H 1.1127 2.7073 1.3461
53 H 2.4245 2.3782 2.2797
54 H -2.2289 -1.2890 1.3765
55 H -3.2439 -2.5867 3.1772
56 H -2.3231 -2.5305 5.4572
57 H -0.3605 -1.1295 5.9718

Atoms 1-6, force components in eV/Å:
Ti -0.450 0.986 -0.551
N 0.265 0.771 -0.204
C 0.085 -0.326 -0.677
C 0.312 0.667 -0.497
N -0.119 0.065 -0.113
C -0.567 -0.646 -0.135

Its total charge is +3. The LUMO energy (spin up / spin down) comes out at -11.48 / -11.48 eV. The calculation puts the energy relative to the best compared isomer or geometry (same formula, charge and spin) at 51.4 kJ/mol. The HOMO energy (spin up / spin down) comes out at -17.17 / -17.17 eV.

These are the Löwdin partial charges, in e, on atoms 1 to 4: number 1, Ti, carries 1.04; number 2, N, carries -0.08; number 3, C, carries -0.16; number 4, C, carries -0.17

***

[3]
ORCA calculation (ωB97M-V/def2-TZVPD) on the molecule C19H24FN3OS.

Positions of all 49 atoms, in Å:
1 C 1.5626 3.1012 -0.1542
2 C 1.4486 1.6150 -0.4839
3 N 1.8202 0.7870 0.6329
4 C 2.9461 0.0088 0.8026
5 C 4.0704 -0.0839 -0.1132
6 C 4.6487 -1.3363 -0.3349
7 C 5.7329 -1.4781 -1.1771
8 C 6.2418 -0.3541 -1.8038
9 F 7.2972 -0.4852 -2.6357
10 C 5.7017 0.9012 -1.5963
11 C 4.6188 1.0312 -0.7471
12 C 2.7568 -0.6507 1.9972
13 N 1.5822 -0.2938 2.5588
14 C 1.0390 0.5481 1.7170
15 S -0.5263 1.2859 1.9300
16 C -1.4166 -0.1795 2.5585
17 C -1.7870 -1.0953 1.4031
18 O -1.2323 -2.1725 1.2841
19 N -2.7069 -0.6530 0.5191
20 C -3.4448 0.5877 0.5943
21 C -4.9447 0.3072 0.6950
22 C -5.3950 -0.5176 -0.5057
23 C -4.5713 -1.8003 -0.5788
24 C -3.0646 -1.5201 -0.5986
25 C -2.5795 -0.9423 -1.9285
26 H 1.3015 3.6929 -1.0273
27 H 0.8836 3.3539 0.6569
28 H 2.5740 3.3569 0.1533
29 H 2.0855 1.3515 -1.3315
30 H 0.4075 1.3868 -0.7394
31 H 4.2302 -2.2018 0.1547
32 H 6.1829 -2.4418 -1.3558
33 H 6.1320 1.7589 -2.0889
34 H 4.2205 2.0152 -0.5566
35 H 3.4116 -1.3380 2.4931
36 H -2.2763 0.1730 3.1250
37 H -0.7181 -0.7044 3.2092
38 H -3.1147 1.1809 1.4439
39 H -3.2438 1.1735 -0.3096
40 H -5.4868 1.2529 0.7385
41 H -5.1465 -0.2462 1.6147
42 H -5.2676 0.0656 -1.4194
43 H -6.4541 -0.7655 -0.4167
44 H -4.8376 -2.3731 -1.4679
45 H -4.7959 -2.4139 0.2966
46 H -2.5286 -2.4594 -0.4249
47 H -3.1079 -0.0317 -2.1971
48 H -2.7343 -1.6729 -2.7179
49 H -1.5155 -0.7242 -1.8676

Atoms 1-6, force components in eV/Å:
C 0.022 -0.270 -0.093
C -0.150 0.423 -0.415
N 0.058 -0.364 0.273
C 0.058 -0.293 0.524
C 0.184 0.014 -0.224
C -0.076 0.223 -0.031

The LUMO energy comes out at 0.53 eV. The calculation puts the energy relative to the best compared isomer or geometry (same formula, charge and spin) at 0.0 kJ/mol. The HOMO energy comes out at -7.73 eV.

These are the Löwdin partial charges, in e, on atoms 1 to 4: number 1, C, carries -0.07; number 2, C, carries -0.21; number 3, N, carries -0.03; number 4, C, carries -0.17

***

[4]
ORCA calculation (ωB97M-V/def2-TZVPD) on the molecule C19H24N2O3S3.

Positions of all 51 atoms, in Å:
1 C 4.5902 -0.2242 -0.2808
2 C 3.6131 0.5468 -1.1602
3 C 2.2567 -0.1665 -1.2675
4 C 1.3474 0.4785 -2.3161
5 N 1.5988 -0.2440 0.0313
6 C 1.2466 -1.3999 0.6418
7 O 0.8074 -1.4269 1.7732
8 C 1.4012 -2.6949 -0.1566
9 S 0.4494 -4.0053 0.6744
10 C -1.0930 -3.2144 0.6582
11 N -1.3597 -2.1830 -0.0632
12 C -2.6223 -1.7137 0.1681
13 C -3.0662 -0.5144 -0.5367
14 C -3.9257 0.3981 0.0697
15 C -4.2892 1.5523 -0.5980
16 C -3.8040 1.8082 -1.8703
17 C -2.9501 0.9026 -2.4792
18 C -2.5811 -0.2521 -1.8162
19 C -3.3322 -2.4382 1.0799
20 S -2.3984 -3.7504 1.6912
21 C 1.1477 1.0163 0.6291
22 C 1.6688 1.2458 2.0768
23 C 0.5418 1.1555 3.0830
24 S -0.8182 1.9146 2.1603
25 O -2.1138 1.4910 2.6134
26 O -0.5947 3.3316 2.0451
27 C -0.3730 1.1118 0.5958
28 H 5.5259 0.3203 -0.1871
29 H 4.1775 -0.3703 0.7144
30 H 4.8053 -1.2004 -0.7102
31 H 3.4856 1.5547 -0.7641
32 H 4.0243 0.6392 -2.1666
33 H 2.4675 -1.1884 -1.5856
34 H 1.2445 1.5484 -2.1573
35 H 0.3586 0.0288 -2.2768
36 H 1.7642 0.3228 -3.3078
37 H 1.0029 -2.5989 -1.1646
38 H 2.4333 -3.0435 -0.1740
39 H -4.2752 0.2203 1.0740
40 H -4.9469 2.2610 -0.1184
41 H -4.0881 2.7134 -2.3864
42 H -2.5715 1.0979 -3.4724
43 H -1.9209 -0.9696 -2.2813
44 H -4.3384 -2.2883 1.4117
45 H 1.5644 1.8085 0.0079
46 H 2.4495 0.5200 2.3029
47 H 2.1003 2.2465 2.1270
48 H 0.2492 0.1307 3.2851
49 H 0.7371 1.7031 3.9976
50 H -0.7600 1.6861 -0.2386
51 H -0.8369 0.1325 0.6235

Atoms 1-6, force components in eV/Å:
C -0.088 0.203 -0.127
C -0.048 -0.412 0.101
C 0.104 0.235 -0.344
C 0.144 -0.248 0.132
N -0.043 0.109 0.010
C 0.365 -0.056 -0.269

The LUMO energy comes out at 0.48 eV. The HOMO energy comes out at -8.12 eV.

These are the Löwdin partial charges, in e, on atoms 1 to 4: number 1, C, carries -0.09; number 2, C, carries -0.20; number 3, C, carries -0.35; number 4, C, carries -0.02

***

[5]
ORCA calculation (ωB97M-V/def2-TZVPD) on a structure of composition C19H24N2O3SZn.

Positions of all 50 atoms, in Å:
1 Zn 1.3592 -0.3357 0.7831
2 C 3.2263 -2.5514 -0.5582
3 O 3.0388 -1.3696 0.2566
4 C 3.7957 -1.3754 1.4922
5 C 2.9443 -1.9342 2.6036
6 O 1.7143 -1.1807 2.6071
7 C 0.7454 -1.6799 3.5562
8 H 4.2787 -2.6295 -0.8195
9 H 2.6322 -2.4179 -1.4566
10 H 2.8983 -3.4421 -0.0235
11 H 4.0674 -0.3386 1.6908
12 H 4.7065 -1.9594 1.3701
13 H 3.4504 -1.8196 3.5626
14 H 2.7090 -2.9890 2.4465
15 H 1.1570 -1.6004 4.5600
16 H 0.5028 -2.7165 3.3261
17 H -0.1432 -1.0630 3.4649
18 O -0.4826 -0.5651 0.3761
19 S -1.5391 0.5402 0.1116
20 C -3.0694 -0.3179 0.0350
21 C -3.2907 -1.3213 -0.9036
22 C -4.5156 -1.9606 -0.9014
23 C -5.4975 -1.5885 0.0155
24 C -5.2628 -0.5816 0.9400
25 C -4.0335 0.0634 0.9590
26 C -1.2556 1.0262 -1.5697
27 C -0.5410 0.2110 -2.4359
28 C -0.3494 0.6396 -3.7422
29 C -0.8722 1.8578 -4.1596
30 C -1.5852 2.6595 -3.2768
31 C -1.7780 2.2493 -1.9669
32 H -2.5276 -1.5915 -1.6225
33 H -4.7132 -2.7440 -1.6205
34 H -6.4565 -2.0894 0.0027
35 H -6.0314 -0.2980 1.6457
36 H -3.8322 0.8503 1.6758
37 H -0.1586 -0.7458 -2.1033
38 H 0.1966 0.0161 -4.4378
39 H -0.7252 2.1831 -5.1808
40 H -1.9901 3.6065 -3.6072
41 H -2.3326 2.8689 -1.2707
42 N 1.9572 3.7205 0.9631
43 C 2.6535 3.5008 -0.2022
44 C 2.6115 2.1626 -0.4081
45 N 1.9059 1.5693 0.6272
46 C 1.5167 2.5488 1.4304
47 H 1.8168 4.6161 1.4064
48 H 3.1092 4.2934 -0.7692
49 H 3.0415 1.5885 -1.2108
50 H 0.9479 2.4346 2.3386

Atoms 1-6, force components in eV/Å:
Zn -0.040 0.235 -0.025
C -0.105 -0.002 0.025
O 0.089 0.057 0.100
C 0.016 -0.061 -0.070
C -0.111 0.022 0.025
O 0.183 -0.076 0.040

Its total charge is +2. The LUMO energy comes out at -5.27 eV. The HOMO energy comes out at -14.67 eV.

These are the Löwdin partial charges, in e, on atoms 1 to 4: number 1, Zn, carries 0.80; number 2, C, carries 0.00; number 3, O, carries -0.27; number 4, C, carries -0.13

***

[6]
ORCA calculation (ωB97M-V/def2-TZVPD) on the molecule C19H24N2O5 in a non-equilibrium geometry.

Positions of all 50 atoms, in Å:
1 C 1.2971 5.1306 -3.1905
2 C 0.8109 5.0314 -1.7491
3 C 0.7897 3.5925 -1.2140
4 C 0.7721 3.6026 0.3201
5 C 0.8023 2.2138 0.9493
6 C -0.4033 2.8241 -1.7950
7 O -0.0745 1.4431 -1.9398
8 C -0.9253 0.5398 -1.4321
9 O -1.9824 0.8380 -0.9177
10 C -0.4473 -0.8411 -1.5263
11 C 0.5618 -1.2940 -2.3013
12 C 1.3933 -0.4638 -3.2230
13 N 0.8745 -2.6321 -2.2775
14 C 0.0795 -3.6215 -1.7081
15 O 0.3351 -4.7933 -1.8736
16 N -0.9924 -3.1612 -1.0300
17 C -1.1707 -1.7938 -0.5920
18 C -0.6494 -1.5532 0.8166
19 C 0.5674 -2.0853 1.2144
20 C 1.1052 -1.8292 2.4731
21 C 0.3813 -1.0139 3.3071
22 C -0.8447 -0.4751 2.9129
23 C -1.3840 -0.7332 1.6778
24 O -1.3490 0.2934 3.9278
25 C -0.4030 0.2266 4.9718
26 O 0.6757 -0.5941 4.5774
27 H 1.2984 6.1683 -3.5156
28 H 2.3103 4.7440 -3.2760
29 H 0.6596 4.5662 -3.8662
30 H 1.4742 5.6274 -1.1194
31 H -0.1910 5.4578 -1.6661
32 H 1.6989 3.0804 -1.5476
33 H -0.1196 4.1338 0.6613
34 H 1.6438 4.1640 0.6659
35 H 0.9346 2.2959 2.0259
36 H 1.6243 1.6240 0.5482
37 H -0.1238 1.6757 0.7709
38 H -0.6527 3.1979 -2.7929
39 H -1.2863 2.9171 -1.1554
40 H 2.1064 0.1246 -2.6485
41 H 0.7725 0.2331 -3.7780
42 H 1.9387 -1.0948 -3.9216
43 H 1.6177 -2.9758 -2.8688
44 H -1.5430 -3.8652 -0.5625
45 H -2.2411 -1.5569 -0.6143
46 H 1.1175 -2.7215 0.5383
47 H 2.0488 -2.2472 2.7804
48 H -2.3217 -0.3006 1.3729
49 H -0.0314 1.2392 5.1990
50 H -0.8763 -0.1947 5.8734

Atoms 1-6, force components in eV/Å:
C -0.121 0.077 0.206
C 0.142 -0.294 -0.149
C -0.219 0.120 0.177
C 0.158 -0.302 -0.188
C -0.027 0.214 -0.009
C -0.069 0.561 0.023

The LUMO energy comes out at 0.67 eV. The calculation puts the energy relative to the best compared isomer or geometry (same formula, charge and spin) at 103.9 kJ/mol. The HOMO energy comes out at -8.02 eV.

These are the Löwdin partial charges, in e, on atoms 1 to 4: number 1, C, carries -0.10; number 2, C, carries -0.23; number 3, C, carries -0.32; number 4, C, carries -0.22